Formula: C6H12BrN2OS
Source: the OMol25 dataset
Level of theory: ωB97M-V/def2-TZVPD

Structure (XYZ):
```
23
Properties=species:S:1:pos:R:3:forces:R:3
C -0.95296 0.05457 -1.44122 1.5161 -0.0947 -1.8306
C -2.00324 0.22848 -0.57480 -1.7989 -0.0228 1.5224
C 0.27011 2.06555 -1.07367 0.8702 3.5133 0.8449
C 1.12874 -2.11223 1.57535 -1.1896 1.9741 0.0108
C 1.51887 0.10797 -1.47627 -1.1598 -2.1200 -0.9296
C 1.88938 -0.49491 -0.17132 3.9720 0.4929 4.2987
N -2.77814 1.15764 1.95195 -1.7241 1.0238 -0.2157
N 0.23147 0.78184 -1.41967 -0.9361 -2.4802 -0.5791
O 0.87108 -1.07754 0.56928 -1.7450 -1.5289 -0.7422
S -1.85703 1.45858 0.65364 0.2463 -0.8794 0.1390
Br -3.48642 -1.02300 -0.67097 1.1802 1.1903 0.1184
H -1.15457 -0.62946 -2.31308 0.8595 0.2541 1.2003
H 1.23275 2.60512 -0.90020 -1.0450 -0.8807 -0.2248
H -0.62484 2.63419 -1.19876 -0.2161 0.3755 -0.1393
H 0.11812 -2.37982 1.96285 0.7055 -0.4400 -0.8985
H 1.51179 -1.58534 2.44775 0.9215 -0.2568 -0.0004
H 1.74249 -2.91774 1.18774 -0.0566 -0.1120 0.1325
H 1.43378 -0.71456 -2.19602 -0.0091 0.1948 -0.1797
H 2.28092 0.77833 -1.79544 0.4630 0.5721 -0.3237
H 2.84695 -1.17853 -0.26669 -1.8877 1.0334 -0.2074
H 2.25480 0.32221 0.59652 -0.1025 -0.8010 -1.8071
H -2.75465 0.37337 2.55269 0.8030 -1.2610 0.1679
H -3.71941 1.54530 2.00031 0.3330 0.2533 -0.3566
```
Forces are in eV/Å.

Electronic energy in eV: -92309.834
Lowest unoccupied orbital energy (spin up / spin down) in eV: -3.418 / -7.232
2S+1: 3
Net charge: +1
HOMO (spin up / spin down) in eV: -10.444 / -13.060
Frontier orbital gap (spin up / spin down) in eV: 7.026 / 5.829

What are the natural (NBO) partial charges on each atom? They are as follows, in elementary charge units: 0.166, -0.384, -0.197, -0.248, -0.236, -0.070, -1.009, -0.411, -0.582, 0.840, 0.192, 0.254, 0.225, 0.190, 0.204, 0.188, 0.201, 0.221, 0.242, 0.204, 0.169, 0.421, 0.419

Formula: C6H12BrNO2
Source: the OMol25 dataset
Level of theory: ωB97M-V/def2-TZVPD

Structure (XYZ):
```
22
Properties=species:S:1:pos:R:3:forces:R:3
C 2.20364 -1.42773 -0.11380 0.3591 -0.5377 -1.9397
C -1.23164 2.15367 0.14289 0.4081 2.3316 -0.4233
C 0.84394 -2.05162 -0.01572 -0.7834 -2.0689 0.9816
C -1.81319 0.73672 -0.09896 -1.0730 0.4458 0.7556
C -0.27056 -1.14087 0.43689 -1.2902 -1.4661 3.2828
C -0.91387 -0.32941 -0.65266 -0.1743 -1.9372 -3.1643
N 2.08812 -0.11884 -0.36779 2.7389 1.8907 -0.4652
O 3.24265 -2.04141 -0.22155 -0.0914 -0.1849 0.6348
O 0.03121 2.10323 0.96758 -1.9381 1.3690 0.0740
Br 3.68052 0.95948 -0.61103 -1.5145 -1.0380 0.3063
H -0.94927 2.89620 -0.72287 -0.4034 -2.2989 0.6019
H 0.12839 3.00411 1.40339 -0.1410 -1.7485 -0.8826
H -2.08325 2.81087 0.53882 1.2280 -1.1319 0.5849
H 1.00600 -2.87676 0.73649 -0.3746 0.6557 -0.7594
H 0.47537 -2.54336 -0.95277 1.0031 0.3425 0.4488
H -2.78014 0.81109 -0.67212 1.0603 0.2494 0.3626
H -2.12629 0.29656 0.90784 0.2113 0.9990 -1.0086
H -1.20514 -1.84721 0.76442 2.4090 1.5514 -0.1167
H 0.11037 -0.59224 1.41675 -1.1301 -0.6222 -2.0796
H -1.54858 -1.18704 -1.23783 1.1288 2.2368 1.1561
H -0.18052 -0.04260 -1.48114 -0.9254 0.2166 1.2060
H 1.29223 0.42717 -0.16683 -0.7071 0.7458 0.4440
```
Forces are in eV/Å.

Electronic energy in eV: -82041.866
Lowest unoccupied orbital energy in eV: 0.173
2S+1: 1
Net charge: 0
HOMO in eV: -9.566
Energy above the lowest of the compared OMol25 structures with the same formula, charge and spin in kJ/mol: 160.38
Frontier orbital gap in eV: 9.739

What are the natural (NBO) partial charges on each atom? They are as follows, in elementary charge units: 0.638, -0.079, -0.506, -0.445, -0.423, -0.434, -0.661, -0.591, -0.763, 0.193, 0.180, 0.484, 0.181, 0.244, 0.236, 0.230, 0.217, 0.216, 0.230, 0.212, 0.220, 0.423

Formula: C6H12Cl12
Source: the OMol25 dataset
Level of theory: ωB97M-V/def2-TZVPD

Structure (XYZ):
```
30
Properties=species:S:1:pos:R:3:forces:R:3
C 1.46687 -0.04876 -0.11061 -0.0454 0.3667 0.3165
Cl 2.91572 0.24412 0.89266 -0.3699 -0.0752 0.0018
Cl 1.89249 -0.81698 -1.62254 0.0160 -0.0946 -0.2755
H 0.75323 -0.66578 0.42643 0.2440 -0.1741 0.0733
H 0.99431 0.90668 -0.30863 0.1533 0.0464 -0.0843
C 1.12781 1.78446 4.69324 0.1564 -0.6934 0.0910
Cl 2.63915 1.73359 5.63257 -0.1694 -0.0835 -0.1142
Cl 0.30001 3.31548 4.89921 -0.0533 0.1006 -0.1446
H 1.37681 1.56003 3.66050 0.0479 0.5342 -0.1124
H 0.47686 0.98000 5.02652 0.0475 0.1745 0.3026
C -2.18461 -2.80622 -0.50676 0.0869 -0.2667 0.3312
Cl -2.85405 -4.44963 -0.56022 -0.0115 0.1678 0.0777
Cl -1.25354 -2.45396 -1.96533 -0.1446 0.2043 0.0277
H -2.99097 -2.09799 -0.36195 -0.0472 0.0072 -0.3569
H -1.51245 -2.73982 0.34281 0.0529 -0.1335 -0.0635
C 3.79702 -3.76578 -2.54450 -0.3445 -0.3111 0.0939
Cl 2.53221 -3.59197 -3.78416 0.0157 0.1253 0.2728
Cl 5.35657 -4.03468 -3.30146 0.3120 0.0478 0.0517
H 3.82543 -2.89393 -1.90068 0.0254 0.1883 -0.2796
H 3.55286 -4.63219 -1.93832 -0.0058 -0.0560 -0.1376
C -2.57972 1.07076 -2.44923 0.0636 -0.1490 0.4686
Cl -3.38231 0.62913 -0.91974 0.0275 0.0476 -0.2494
Cl -1.01126 1.84152 -2.11766 -0.1938 0.0126 -0.2446
H -2.39607 0.16556 -3.01377 0.0131 -0.0230 0.0147
H -3.23089 1.75663 -2.97453 0.1072 0.1159 -0.0212
C -1.85380 3.89913 0.86012 0.0097 0.2832 0.4855
Cl -3.59789 3.95315 1.17956 0.1497 -0.0343 -0.2520
Cl -1.09667 2.51229 1.65020 0.0796 -0.2366 -0.1173
H -1.63972 3.86172 -0.19986 -0.2238 -0.1192 -0.0656
H -1.42338 4.78343 1.31613 0.0012 0.0280 -0.0902
```
Forces are in eV/Å.

Electronic energy in eV: -156685.790
Lowest unoccupied orbital energy in eV: 0.245
2S+1: 1
Net charge: 0
HOMO in eV: -10.910
Energy above the lowest of the compared OMol25 structures with the same formula, charge and spin in kJ/mol: 19.30
Frontier orbital gap in eV: 11.155

What are the natural (NBO) partial charges on each atom? They are as follows, in elementary charge units: -0.398, -0.039, -0.009, 0.215, 0.229, -0.403, -0.031, -0.008, 0.223, 0.218, -0.396, -0.026, -0.025, 0.230, 0.215, -0.398, -0.034, -0.016, 0.228, 0.220, -0.378, -0.037, -0.040, 0.235, 0.227, -0.391, -0.023, -0.041, 0.228, 0.224

Formula: C6H12Cl3ErO2Ti
Source: the OMol25 dataset
Level of theory: ωB97M-V/def2-TZVPD

Structure (XYZ):
```
25
Properties=species:S:1:pos:R:3:forces:R:3
Er -0.15696 -0.29665 1.32277 0.7240 -0.5540 -1.3332
Cl 0.73333 -2.43924 -0.06515 -0.6064 0.8247 -0.3120
C 1.82705 0.63711 1.84422 0.2316 0.8750 -0.1988
H 1.53715 1.70971 2.04395 0.3069 -0.7433 0.2079
H 2.31993 0.72369 0.83201 -0.0669 -0.3634 0.8367
H 2.54142 0.28784 2.62162 -0.3722 0.3527 -0.6664
Ti 0.37390 -1.73380 -2.71492 0.1559 1.5287 -1.0668
C -1.43042 -2.58031 -3.46511 0.2529 0.0348 0.6750
C 2.12778 -2.46856 -3.53591 0.0749 0.0364 0.4550
C 0.44453 0.12268 -3.33752 -0.4830 -1.4903 2.1945
H 2.73403 -1.62516 -3.90133 -0.1318 -0.3936 0.0670
H 2.59296 -2.86636 -2.59786 -0.0857 0.0394 -0.5901
H 2.04013 -3.26188 -4.29222 0.0756 0.2308 0.2455
H -2.19098 -1.86404 -3.81046 0.2339 -0.2432 0.0971
H -1.29122 -3.37455 -4.21434 -0.0322 0.2256 0.2203
H -1.78717 -3.05414 -2.51316 -0.0259 0.1028 -0.5576
H 1.20866 0.94144 -3.33805 -1.0117 -0.6261 -0.3695
H -0.66794 0.35536 -3.30241 1.0855 0.2548 -0.3524
Cl -3.55613 -0.19131 5.13057 0.2789 0.1917 -0.0146
C -2.34867 0.93838 4.50058 -0.3874 0.2032 -0.5382
Cl -0.89950 1.09008 5.51116 -0.1847 -0.0141 0.0942
C -1.81114 0.45468 3.15348 1.8203 -0.5559 -1.5283
O -1.49969 1.29584 2.21843 -1.0710 -1.0801 1.6198
O -1.43884 -0.78991 3.00296 -1.0970 1.6920 0.8510
H -2.81658 1.93171 4.41136 0.3155 -0.5285 -0.0360
```
Forces are in eV/Å.

Electronic energy in eV: -98812.721
Lowest unoccupied orbital energy (spin up / spin down) in eV: -0.941 / -0.891
2S+1: 4
Net charge: 0
HOMO (spin up / spin down) in eV: -7.338 / -7.334
Frontier orbital gap (spin up / spin down) in eV: 6.398 / 6.443

What are the natural (NBO) partial charges on each atom? They are as follows, in elementary charge units: 2.114, -0.612, -1.352, 0.228, 0.235, 0.251, 1.358, -1.140, -1.106, -0.988, 0.244, 0.214, 0.232, 0.229, 0.232, 0.203, 0.209, 0.194, 0.037, -0.324, 0.042, 0.757, -0.741, -0.776, 0.260

Formula: C6H12ClN
Source: the OMol25 dataset
Level of theory: ωB97M-V/def2-TZVPD

Structure (XYZ):
```
20
Properties=species:S:1:pos:R:3:forces:R:3
C -3.16226 -0.96974 -0.01999 -2.8359 -3.4163 -1.4778
C -0.98829 -0.28908 -0.40730 0.8797 0.4037 -0.3890
C 0.09479 0.75914 -0.37102 2.9163 0.9690 -0.8065
C 1.43683 0.59653 0.05063 -4.4776 2.9404 -2.1166
C 2.56785 1.52633 -0.24947 -0.7571 1.4925 1.3818
C 1.88377 -0.44082 0.85980 -1.7136 -5.4668 0.3452
H -2.41212 -2.16577 -0.21645 -2.3677 3.6395 1.1694
H -4.02528 -1.14584 0.96854 2.8981 0.6708 -3.1635
H -3.77000 -0.93626 -1.10938 1.0859 -0.4932 3.0862
H -2.47364 0.91011 0.87355 1.0986 -2.8653 -2.9522
H -1.04059 -0.80758 -1.46860 -0.0845 1.4476 1.7933
H -0.60990 -1.11517 0.21383 -0.5974 -0.0241 0.2204
H -0.12187 1.71450 -0.95189 0.3162 -1.2794 0.7290
H 2.91594 1.80003 0.86935 -0.5815 0.5639 -2.6695
H 3.40253 0.89172 -0.57549 -0.2159 0.6489 -0.6097
H 2.17565 2.35498 -0.99042 1.5092 -1.3463 1.7525
H 2.59325 -0.25058 1.59488 1.2527 0.6922 1.1497
H 1.05511 -1.09118 1.32691 1.3770 0.8936 -0.8420
N -2.34306 0.21458 -0.03598 0.5939 0.7259 2.5866
Cl 2.82130 -1.55592 -0.36151 -0.2964 -0.1965 0.8129
```
Forces are in eV/Å.

Electronic energy in eV: -20424.340
Lowest unoccupied orbital energy in eV: 0.597
2S+1: 1
Net charge: 0
HOMO in eV: -8.835
Energy above the lowest of the compared OMol25 structures with the same formula, charge and spin in kJ/mol: 504.82
Frontier orbital gap in eV: 9.432

What are the natural (NBO) partial charges on each atom? They are as follows, in elementary charge units: -0.422, -0.261, -0.161, -0.042, -0.643, -0.329, 0.165, 0.220, 0.193, 0.388, 0.217, 0.178, 0.202, 0.210, 0.242, 0.234, 0.218, 0.226, -0.683, -0.152

Formula: C6H12ClNaO10
Source: the OMol25 dataset
Level of theory: ωB97M-V/def2-TZVPD

Structure (XYZ):
```
30
Properties=species:S:1:pos:R:3:forces:R:3
Na 1.39453 0.02668 2.17641 -0.5818 -0.3701 0.0867
Cl -1.78266 -3.34229 1.90698 -2.4048 -3.3407 0.5529
O -1.83251 -4.71867 1.46011 0.9827 0.2297 -0.0117
O -0.78319 -2.66188 1.11962 0.6776 1.3383 0.1497
O -3.10102 -2.84961 1.81550 -1.7503 2.1392 -2.3229
O -1.60035 -3.27654 3.31565 2.9639 0.1990 1.7228
C 1.11546 -1.00366 -3.76113 -0.4124 1.7272 1.4648
O 1.25512 -1.42278 -5.08539 -4.7105 -0.1372 3.4726
C 2.25421 -1.28590 -5.80736 7.7960 0.5021 1.3572
O 3.42887 -0.94137 -5.42761 -3.8941 -0.6524 -1.5589
O 1.90974 -1.81885 -6.92106 0.1946 -0.8479 -3.7517
C 2.89058 -2.53002 -7.69433 0.5507 0.1122 0.0391
H 0.70943 0.00669 -3.71174 0.3862 0.4984 -0.5387
H 2.01870 -0.98232 -3.15137 0.1895 -0.4710 -0.4366
H 0.29336 -1.48598 -3.23232 0.3669 -1.0896 -0.5155
H 3.69302 -1.90540 -8.08679 -0.1693 0.3174 0.2187
H 2.39587 -2.99903 -8.54487 -0.2652 0.1073 0.3410
H 3.34829 -3.27978 -7.04901 -0.0569 -0.0865 -0.0837
C -0.53929 4.99903 3.67877 0.9931 -0.3409 1.3573
O -1.56287 4.35615 4.46594 -0.7628 0.1861 -0.5936
C -1.43031 3.03720 4.65586 -1.8659 0.3190 1.1933
O -0.49632 2.36905 4.38896 2.7447 -1.2975 -1.3506
O -2.49249 2.55899 5.28815 -1.4301 0.1073 -0.3125
C -2.58674 1.17369 5.74356 1.1866 0.2812 1.1069
H -0.66937 4.97341 2.59686 -0.2827 -0.4002 0.1873
H 0.36493 4.50833 4.03890 0.3863 0.0399 -0.8273
H -0.41683 6.03207 4.00422 -0.6605 -0.0404 0.0410
H -1.75018 0.54992 5.42863 -0.0182 0.3370 -0.2819
H -3.51081 0.62431 5.56362 -0.1870 0.8822 -0.7577
H -2.51719 1.28853 6.82526 0.0337 -0.2494 0.0519
```
Forces are in eV/Å.

Electronic energy in eV: -43820.226
Lowest unoccupied orbital energy in eV: -2.565
2S+1: 1
Net charge: 0
HOMO in eV: -8.118
Energy above the lowest of the compared OMol25 structures with the same formula, charge and spin in kJ/mol: 405.17
Frontier orbital gap in eV: 5.553

What are the natural (NBO) partial charges on each atom? They are as follows, in elementary charge units: 0.995, 2.566, -0.871, -0.916, -0.881, -0.893, -0.270, -0.463, 0.986, -0.695, -0.487, -0.255, 0.181, 0.200, 0.213, 0.197, 0.200, 0.192, -0.265, -0.492, 1.004, -0.691, -0.500, -0.263, 0.191, 0.197, 0.204, 0.204, 0.219, 0.192